Molecular formula: C31H44BrN3NiP2
Method: DFT, the ωB97M-V functional and the def2-TZVPD basis

Cartesian coordinates (Å):
N  -6.96  5.36  -5.25
C  -6.78  5.96  -4.07
C  -5.94  5.42  -3.08
C  -5.27  4.20  -3.32
C  -5.52  3.58  -4.56
C  -6.35  4.20  -5.50
C  -4.34  3.57  -2.39
Ni  0.25  -0.20  1.05
P  5.61  -0.86  0.27
C  -3.51  2.56  -2.75
C  -2.52  1.99  -1.89
C  -1.36  1.46  -2.49
C  -0.30  1.04  -1.68
C  -0.51  1.03  -0.31
C  -1.62  1.60  0.32
C  -2.67  2.05  -0.48
Br  2.07  1.00  0.30
H  -4.29  4.03  -1.40
H  -3.48  2.23  -3.79
H  -5.84  5.96  -2.14
H  -5.10  2.60  -4.81
H  -7.30  6.90  -3.92
H  -6.50  3.76  -6.49
H  -1.28  1.46  -3.58
H  -3.58  2.47  -0.06
H  0.67  0.73  -2.08
H  -1.65  1.65  1.41
P  -0.60  -2.01  0.32
C  5.33  0.92  0.55
C  6.49  1.75  0.02
H  5.16  1.08  1.63
H  4.40  1.19  0.02
H  6.37  2.79  0.33
H  7.44  1.37  0.40
H  6.51  1.74  -1.08
C  4.87  -1.24  -1.36
C  5.69  -2.39  -1.98
H  4.92  -0.33  -1.97
H  3.82  -1.51  -1.21
H  5.44  -2.52  -3.04
H  6.76  -2.17  -1.90
H  5.49  -3.34  -1.48
C  4.57  -1.69  1.51
C  5.45  -1.96  2.74
H  4.18  -2.62  1.07
H  3.73  -1.01  1.74
H  4.99  -2.69  3.41
H  6.44  -2.35  2.44
H  5.62  -1.04  3.32
C  -0.46  -3.43  1.48
C  -1.51  -4.53  1.43
H  -0.42  -2.98  2.47
H  0.53  -3.84  1.29
H  -2.48  -4.21  1.83
H  -1.66  -4.93  0.42
H  -1.16  -5.36  2.06
C  0.55  -2.46  -1.07
C  -0.02  -2.42  -2.49
H  0.91  -3.47  -0.84
H  1.39  -1.76  -0.98
H  -0.80  -3.18  -2.64
H  -0.43  -1.45  -2.76
H  0.78  -2.64  -3.21
C  -2.28  -2.00  -0.43
C  -3.47  -1.70  0.49
H  -2.41  -2.99  -0.90
H  -2.24  -1.24  -1.23
H  -4.27  -1.25  -0.11
H  -3.88  -2.61  0.94
H  -3.24  -0.99  1.30
N  -0.30  0.46  8.47
C  -0.25  0.36  7.30
C  -0.21  0.23  5.87
C  -0.89  -0.82  5.23
C  -0.84  -0.92  3.84
N  -0.07  -0.11  3.09
C  0.54  0.94  3.69
C  0.48  1.14  5.07
H  -1.48  -1.54  5.80
H  -1.45  -1.67  3.32
H  1.07  1.62  3.01
H  0.97  2.02  5.49

<S²> ... 2.25
Energy relative to the best compared isomer or geometry (same formula, charge and spin) ... 145.5 kJ/mol
Orbital gap (alpha / beta) ... 5.4 / 3.4 eV
Spin multiplicity ... 3
Net charge ... +2

Results of the Mulliken charge analysis, in e, for atoms 1 through 2: number 1, N, carries -0.567; number 2, C, carries -0.310



Molecular formula: C31H44BrN3OP2Pd
Method: DFT, the ωB97M-V functional and the def2-TZVPD basis

Cartesian coordinates (Å):
C  6.55  -3.96  -0.35
C  6.26  -2.58  -0.65
C  7.39  -1.78  -0.99
C  8.68  -2.34  -0.99
N  8.89  -3.63  -0.71
C  7.88  -4.42  -0.38
C  4.92  -2.00  -0.59
C  3.71  -1.86  -0.43
C  2.41  -1.72  0.17
C  1.28  -2.58  -0.10
C  -0.09  -2.14  0.21
C  -0.17  -0.84  0.68
C  0.91  -0.15  1.30
C  2.26  -0.64  1.05
Pd  0.83  0.90  -0.60
P  -2.02  0.09  -1.71
H  7.31  -0.72  -1.25
H  5.79  -4.69  -0.09
H  9.57  -1.70  -1.21
H  8.13  -5.48  -0.11
H  3.17  -0.16  1.47
H  1.48  -3.57  -0.50
H  0.63  0.53  2.08
H  -1.02  -2.69  0.11
C  -3.70  0.78  -2.25
C  -3.87  1.44  -3.59
H  -4.01  1.44  -1.42
H  -4.35  -0.11  -2.20
H  -4.90  1.82  -3.62
H  -3.21  2.30  -3.77
H  -3.77  0.71  -4.41
C  -0.77  0.60  -3.01
C  -0.12  -0.42  -3.93
H  0.07  1.10  -2.44
H  -1.26  1.40  -3.61
H  0.75  0.09  -4.36
H  0.24  -1.32  -3.42
H  -0.83  -0.68  -4.73
C  -2.35  -1.68  -2.12
C  -3.02  -2.00  -3.45
H  -2.96  -1.99  -1.26
H  -1.38  -2.17  -2.03
H  -2.92  -3.08  -3.57
H  -4.10  -1.77  -3.48
H  -2.51  -1.52  -4.31
Br  -2.89  0.97  0.52
P  -0.05  3.43  0.56
C  -1.09  3.34  -0.90
C  -1.46  4.53  -1.79
H  -2.02  2.78  -0.65
H  -0.56  2.63  -1.54
H  -1.58  4.15  -2.82
H  -2.40  4.94  -1.39
H  -0.63  5.24  -1.77
C  -0.53  3.07  2.26
C  -0.85  4.34  3.07
H  0.24  2.47  2.71
H  -1.38  2.40  2.24
H  -1.73  4.13  3.71
H  0.00  4.63  3.71
H  -1.12  5.16  2.38
C  1.68  3.01  0.40
C  2.67  4.11  0.01
H  1.77  2.17  -0.38
H  1.99  2.46  1.30
H  3.68  3.78  0.28
H  2.58  4.35  -1.05
H  2.42  4.99  0.62
N  -4.90  -3.54  4.78
C  -4.64  -2.80  3.65
O  -5.43  -2.66  2.73
C  -3.31  -2.12  3.64
C  -2.35  -2.15  4.67
C  -1.21  -1.35  4.65
C  -1.12  -0.39  3.61
N  -1.92  -0.48  2.58
C  -2.97  -1.32  2.54
H  -5.76  -4.07  4.73
H  -4.13  -3.91  5.33
H  -2.50  -2.82  5.50
H  -0.40  -1.40  5.36
H  -0.35  0.37  3.67
H  -3.61  -1.23  1.66

Energy relative to the best compared isomer or geometry (same formula, charge and spin) ... 901.4 kJ/mol
Orbital gap (alpha / beta) ... 4.3 / 4.3 eV
Spin multiplicity ... 1

Results of the Mulliken charge analysis, in e, for atoms 1 through 2: number 1, C, carries -0.316; number 2, C, carries 0.518



Molecular formula: C31H44F8O28
Method: DFT, the ωB97M-V functional and the def2-TZVPD basis

Cartesian coordinates (Å):
O  -10.07  -1.35  1.26
C  -9.10  -2.06  1.41
O  -7.77  -1.65  1.42
C  -7.00  -2.84  1.36
C  -7.87  -3.79  2.10
F  -7.82  -3.67  3.40
O  -9.18  -3.37  1.55
H  -6.76  -3.18  0.35
H  -6.05  -2.72  1.88
H  -7.74  -4.86  1.91
O  -1.56  -1.45  7.05
C  -2.16  -1.61  8.08
O  -3.40  -2.08  8.32
C  -3.55  -2.38  9.72
C  -2.50  -1.48  10.30
F  -1.96  -1.93  11.41
O  -1.59  -1.47  9.30
H  -4.49  -2.22  10.24
H  -3.19  -3.40  9.87
H  -2.79  -0.46  10.57
O  4.12  9.96  1.87
C  2.94  9.71  1.80
O  2.21  8.87  2.50
C  1.02  8.70  1.82
C  0.83  10.04  1.15
F  0.43  10.91  2.06
O  2.21  10.29  0.79
H  1.02  7.83  1.17
H  0.24  8.47  2.54
H  0.15  9.94  0.30
O  2.65  0.96  -3.45
C  2.35  1.08  -2.25
O  3.14  1.05  -1.15
C  2.51  0.40  -0.13
C  1.01  0.45  -0.59
F  0.29  1.26  0.24
O  1.08  0.95  -1.90
H  2.74  -0.66  -0.21
H  2.76  0.74  0.87
H  0.63  -0.56  -0.45
O  -6.04  4.36  3.87
C  -6.77  4.00  4.76
O  -6.38  3.40  6.02
C  -7.62  3.41  6.83
C  -8.68  3.52  5.78
F  -9.63  4.35  6.40
O  -8.06  4.06  4.71
H  -7.68  2.60  7.55
H  -7.59  4.29  7.47
H  -9.23  2.61  5.54
O  -2.97  -7.94  3.90
C  -2.74  -7.98  2.65
O  -1.88  -7.12  2.03
C  -1.83  -7.48  0.56
C  -2.51  -8.82  0.56
F  -1.47  -9.72  0.53
O  -3.26  -8.91  1.78
H  -2.43  -6.80  -0.04
H  -0.81  -7.40  0.19
H  -3.09  -9.23  -0.27
O  8.39  7.44  -6.63
C  7.22  7.37  -6.33
O  6.51  7.84  -5.24
C  5.24  7.32  -5.19
C  4.99  7.02  -6.62
F  4.45  8.02  -7.32
O  6.28  6.65  -7.01
H  5.32  6.32  -4.76
H  4.49  8.00  -4.79
H  4.38  6.13  -6.77
O  -4.61  1.12  -4.06
C  -4.97  2.24  -4.30
O  -4.27  3.19  -5.02
C  -5.10  4.31  -5.20
C  -6.15  4.20  -4.08
F  -7.36  4.55  -4.37
O  -6.13  2.77  -3.87
H  -4.42  5.15  -5.09
H  -5.46  4.34  -6.23
H  -5.87  4.65  -3.13
C  6.14  -7.76  3.49
C  6.99  -6.68  2.80
C  5.93  -5.50  2.69
O  4.61  -6.13  2.63
C  4.76  -7.54  2.88
H  6.16  -7.51  4.55
H  6.70  -8.67  3.27
H  7.22  -7.04  1.80
H  7.90  -6.46  3.35
H  6.14  -4.96  1.77
H  6.09  -4.79  3.51
H  4.71  -8.03  1.90
H  3.88  -7.93  3.40
C  2.74  -6.07  -4.36
O  2.92  -7.47  -3.95
H  2.72  -5.48  -3.44
H  3.48  -5.72  -5.08
H  1.73  -5.97  -4.77
H  3.85  -7.46  -3.70
C  9.67  1.24  -4.95
O  10.37  0.05  -5.18
H  8.84  1.06  -4.27
H  10.27  1.97  -4.41
H  9.34  1.68  -5.89
H  10.67  -0.23  -4.32
C  2.72  0.66  -11.47
O  2.54  1.77  -10.65
H  1.82  0.04  -11.51
H  2.88  1.09  -12.46
H  3.60  0.07  -11.20
H  2.55  1.50  -9.73

Energy relative to the best compared isomer or geometry (same formula, charge and spin) ... 578.7 kJ/mol
SMILES ... O=C1OC[C@@H](F)O1.O=C1OC[C@@H](F)O1.O=C1OC[C@@H](F)O1.O=C1OC[C@@H](F)O1.O=C1OC[C@@H](F)O1.O=C1OC[C@@H](F)O1.O=C1OC[C@@H](F)O1.O=C1OC[C@@H](F)O1.C1CCOC1.CO.CO.CO
Orbital gap ... 9.6 eV
Spin multiplicity ... 1

Results of the Mulliken charge analysis, in e, for atoms 1 through 2: number 1, O, carries -0.530; number 2, C, carries 0.646



Molecular formula: C31H44MoN6O6P2
Method: DFT, the ωB97M-V functional and the def2-TZVPD basis

Cartesian coordinates (Å):
Mo  0.15  0.03  0.09
C  5.50  -0.93  -0.88
N  4.99  0.37  -1.49
C  5.46  1.51  -0.60
N  4.99  1.30  0.72
C  5.49  0.05  1.28
N  5.03  -1.05  0.45
C  3.62  -1.32  0.56
P  2.61  0.16  0.01
C  3.52  0.37  -1.63
C  3.59  1.48  0.92
H  6.60  -0.91  -0.89
H  5.16  -1.77  -1.49
H  5.41  0.48  -2.43
H  5.10  2.46  -0.99
H  6.56  1.52  -0.59
H  5.13  -0.07  2.30
H  6.58  0.06  1.31
H  3.38  -1.58  1.60
H  3.36  -2.17  -0.08
H  3.19  1.30  -2.11
H  3.21  -0.46  -2.29
H  3.37  1.43  1.99
H  3.28  2.47  0.55
C  -3.58  -5.06  1.67
N  -2.35  -4.35  1.49
N  -2.27  -3.01  1.27
C  -0.94  -2.68  1.17
O  -0.52  -1.49  0.87
C  -0.20  -3.85  1.35
C  -1.12  -4.88  1.54
C  -0.87  -6.32  1.73
C  -3.39  -2.14  1.20
C  -4.38  -2.35  0.23
C  -5.49  -1.53  0.21
C  -5.63  -0.51  1.15
C  -4.64  -0.30  2.10
C  -3.51  -1.11  2.12
H  -4.38  -4.38  1.95
H  -3.46  -5.80  2.46
H  -3.87  -5.58  0.75
H  0.87  -3.93  1.35
H  0.18  -6.54  1.58
H  -1.46  -6.91  1.03
H  -1.14  -6.65  2.73
H  -4.27  -3.15  -0.48
H  -6.27  -1.69  -0.52
H  -6.51  0.11  1.14
H  -4.78  0.46  2.85
H  -2.76  -0.97  2.89
C  2.28  5.12  2.06
C  1.37  4.10  2.71
O  0.41  3.58  1.75
P  -0.12  2.18  1.29
O  0.29  2.17  -0.34
C  -0.32  3.07  -1.32
C  0.57  4.28  -1.50
O  -1.66  2.39  1.10
C  -2.67  2.63  2.13
C  -2.69  4.06  2.63
H  2.90  5.55  2.84
H  1.71  5.93  1.61
H  2.94  4.68  1.31
H  0.79  4.58  3.50
H  1.95  3.27  3.14
H  -1.31  3.37  -0.95
H  -0.43  2.49  -2.25
H  0.57  4.88  -0.60
H  0.21  4.89  -2.32
H  1.59  3.97  -1.72
H  -2.50  1.93  2.96
H  -3.60  2.37  1.63
H  -1.84  4.28  3.25
H  -3.60  4.21  3.22
H  -2.72  4.75  1.79
O  1.65  -1.26  -3.18
C  0.48  -1.03  -3.03
N  -0.04  -0.55  -1.81
C  -1.41  -0.42  -1.90
O  -1.98  -0.07  -0.86
C  -1.84  -0.75  -3.25
C  -3.07  -0.70  -3.87
C  -3.13  -1.06  -5.22
C  -1.99  -1.45  -5.91
C  -0.73  -1.49  -5.29
C  -0.67  -1.14  -3.95
H  -3.95  -0.37  -3.34
H  -4.08  -1.03  -5.73
H  -2.07  -1.74  -6.94
H  0.15  -1.78  -5.83

Orbital gap ... 5.7 eV
Spin multiplicity ... 1
Net charge ... +4

Results of the Mulliken charge analysis, in e, for atoms 1 through 2: number 1, Mo, carries -0.485; number 2, C, carries -0.749